Here is 9 unconnected molecules or ions with the total composition C29H74N8O13 in a non-equilibrium geometry from OMol25. Energies are from wB97M-V/def2-TZVPD.

Last column: Mulliken charge in e.
Positions of all 124 atoms, in Å:
1 C 10.837723 13.343468 10.229592  -1.73
2 C 10.930562 11.896430 10.555974  2.52
3 C 11.901183 11.714154 11.686561  -0.41
4 C 9.497414 11.414868 11.040421  -1.14
5 C 9.395821 9.899159 11.020682  0.14
6 C 9.677800 9.448738 9.567817  -1.95
7 C 11.056233 9.734544 9.090169  1.85
8 C 12.214760 9.006097 9.774061  -1.47
9 C 11.191047 9.536117 7.588722  -2.11
10 N 11.125605 11.160842 9.289815  0.02
11 O 12.426926 11.703834 8.813203  -0.56
12 H 11.801867 13.908661 10.311849  0.18
13 H 10.353595 13.567200 9.240975  0.43
14 H 10.238254 13.762887 11.086124  0.22
15 H 11.537352 12.293342 12.548102  -0.38
16 H 11.958733 10.698341 12.091026  -0.77
17 H 12.876454 11.957662 11.399832  0.87
18 H 9.300011 11.781091 11.988143  0.03
19 H 8.820758 11.787376 10.298379  0.35
20 H 10.005830 9.417533 11.790770  0.13
21 H 8.440997 9.390542 11.273602  0.11
22 H 8.992298 9.917694 8.942140  0.39
23 H 9.657115 8.358763 9.522594  0.58
24 H 12.236918 7.891401 9.737365  0.35
25 H 12.273486 9.290456 10.821508  0.27
26 H 13.209056 9.239459 9.340790  0.42
27 H 10.332888 9.997876 7.160755  0.46
28 H 11.111324 8.451760 7.323685  0.37
29 H 12.069731 10.011531 7.141127  0.36
30 H 13.186430 11.270652 9.209864  0.36
31 C 9.291331 7.915113 18.224987  -0.94
32 C 8.743025 7.400125 16.926112  1.55
33 C 9.885428 7.000115 15.915016  -1.31
34 C 7.730936 6.212358 17.136869  -1.25
35 C 6.746183 5.943051 16.026615  -0.50
36 C 5.951245 7.177368 15.715796  -1.43
37 C 6.899963 8.307960 15.328759  1.88
38 C 7.492308 8.086371 13.869177  -1.54
39 C 6.065247 9.591130 15.277721  -2.36
40 N 7.939283 8.534188 16.380994  -0.18
41 O 8.869644 9.549558 15.841974  2.34
42 H 9.826933 7.120221 18.719859  0.50
43 H 9.907410 8.795562 18.029340  -0.71
44 H 8.470300 8.242579 18.920013  0.43
45 H 10.186761 5.996312 16.089456  0.46
46 H 9.479729 7.142048 14.942197  0.28
47 H 10.622568 7.737635 16.018452  -0.21
48 H 8.274308 5.303799 17.349178  0.42
49 H 7.077803 6.350453 17.982108  0.39
50 H 7.270829 5.612845 15.137148  0.29
51 H 5.977305 5.183482 16.395401  0.39
52 H 5.466680 7.407385 16.702434  0.36
53 H 5.303607 7.131456 14.864729  0.46
54 H 6.752127 8.339898 13.058641  0.54
55 H 7.946565 7.112120 13.796025  0.27
56 H 8.340084 8.875962 13.874815  0.15
57 H 6.706516 10.412775 15.056738  0.12
58 H 5.591775 9.613990 16.229142  0.57
59 H 5.199772 9.530349 14.614320  0.40
60 H 8.975224 10.138597 16.671107  -0.87
61 N 10.696418 9.731664 20.536375  -0.23
62 C 11.897440 9.198437 20.060088  0.46
63 N 12.330927 9.695740 18.908936  0.19
64 O 12.575688 8.439020 20.692619  -0.71
65 H 10.090341 10.018483 19.788869  -0.03
66 H 10.384936 9.168854 21.283432  0.27
67 H 11.708409 10.230057 18.337857  -0.37
68 H 13.103252 9.260522 18.485952  0.14
69 N 9.105148 12.436268 14.518030  0.25
70 C 10.240504 13.247525 14.595198  -0.28
71 N 10.231746 14.448366 14.003143  -0.07
72 O 11.226658 12.909206 15.275361  -0.07
73 H 9.242168 11.478938 14.861633  -0.45
74 H 8.426574 12.573455 13.848229  0.04
75 H 11.074746 15.000965 14.162201  0.15
76 H 9.381073 14.770266 13.524616  0.22
77 N 7.018398 12.017680 18.165748  -0.44
78 C 8.286537 12.153245 18.483303  0.48
79 N 8.616132 13.056462 19.438770  -0.39
80 O 9.136615 11.425323 17.941026  -0.72
81 H 6.299405 12.370695 18.731838  0.19
82 H 6.844612 11.257203 17.547602  0.04
83 H 9.581487 13.245929 19.648494  0.25
84 H 7.868019 13.441636 20.030943  0.17
85 O 11.623158 10.484445 16.302402  1.25
86 C 12.233180 9.898467 15.179085  -0.03
87 C 13.543622 10.536694 14.683176  -0.44
88 O 14.115696 9.816600 13.660668  -0.52
89 H 11.493650 11.378110 16.011377  -0.62
90 H 12.488837 8.773394 15.315616  0.39
91 H 11.573983 9.918138 14.215182  -0.29
92 H 14.289404 10.477606 15.484745  0.47
93 H 13.264654 11.526028 14.383716  -0.16
94 H 14.429640 8.964042 14.034958  0.37
95 O 13.065502 15.728877 13.480428  -0.60
96 C 14.102328 14.848733 14.031097  0.34
97 C 14.912401 14.179909 12.922374  -0.07
98 O 15.296789 15.207381 11.907876  -0.58
99 H 13.283152 16.598687 13.820830  0.28
100 H 14.759200 15.437968 14.715038  0.48
101 H 13.622690 14.066919 14.645716  -0.39
102 H 14.258951 13.456755 12.391783  -0.08
103 H 15.797140 13.679933 13.340154  0.37
104 H 14.517644 15.793153 11.858782  0.33
105 O 11.717124 13.077483 20.415971  -0.56
106 C 13.012275 13.297154 19.811932  -0.82
107 C 13.014232 13.206888 18.292555  0.79
108 O 11.980764 14.057774 17.743512  -0.62
109 H 11.618339 12.126074 20.383691  0.29
110 H 13.293169 14.349781 20.192635  0.31
111 H 13.758068 12.543431 20.211363  0.33
112 H 12.900588 12.226128 17.918961  -0.35
113 H 14.033158 13.556405 17.943017  0.27
114 H 11.939221 13.876330 16.798132  0.31
115 O 6.074911 12.213348 12.895534  -0.45
116 C 6.125655 13.075251 11.729740  0.34
117 C 6.269068 14.483160 12.212017  -0.81
118 O 7.281424 14.648426 13.212070  -0.45
119 H 5.736525 11.366502 12.660525  0.24
120 H 6.977780 12.792567 11.108909  -0.27
121 H 5.240872 13.080778 11.059060  0.51
122 H 5.356685 15.008606 12.494190  0.37
123 H 6.737719 14.928383 11.311709  0.33
124 H 6.897310 14.516107 14.108707  0.27

Atomic forces in eV per Å
-0.339 2.354 0.538
-2.128 -2.019 0.058
-1.036 -1.205 1.258
1.281 -1.214 -1.621
-0.303 -1.074 -0.522
1.366 -2.525 2.402
1.832 0.788 -0.293
0.791 -0.955 0.637
-0.381 -1.181 -0.352
2.997 2.415 -0.306
-1.255 0.192 -0.815
-0.620 -0.730 -0.390
0.398 -0.320 1.019
0.227 0.050 -0.950
0.439 0.295 -0.350
-0.169 0.012 -0.255
1.561 0.739 -0.249
-0.451 1.067 1.790
-0.689 0.483 -0.275
0.695 0.154 -0.334
-0.130 1.165 -0.083
-1.329 0.558 -1.258
-0.859 -0.166 -0.162
-0.658 0.678 -0.105
0.038 -0.214 0.094
-0.637 0.258 -0.031
-0.717 0.494 -0.670
0.361 0.746 0.234
-0.074 -0.348 0.369
-0.141 -0.533 0.572
-0.825 0.276 0.788
-1.253 -0.446 -1.515
-2.274 0.537 1.258
0.308 0.438 0.071
-1.018 -1.130 -0.265
1.396 0.825 1.471
0.137 0.417 -1.119
0.744 2.230 1.193
-0.154 -1.135 -0.069
-0.217 0.577 -0.887
-0.650 0.084 2.274
0.598 -0.077 0.282
0.208 -0.357 0.071
0.552 -0.357 -0.720
0.596 -0.758 0.084
-0.066 -0.332 -0.840
1.457 0.627 0.199
0.441 -0.247 0.084
0.130 0.597 0.872
-0.106 -0.531 -0.231
1.328 0.417 -0.691
-0.220 0.294 -1.097
-0.916 -0.545 -0.106
0.713 -0.530 0.865
-0.122 -0.313 -0.559
-1.285 -1.331 -0.607
0.140 0.898 -0.060
-0.174 0.769 1.183
0.348 -0.094 -0.533
0.009 -0.599 -1.483
1.519 0.399 -1.021
-0.328 0.704 0.736
-0.854 1.333 -0.751
0.598 -1.552 1.404
-0.761 0.030 0.205
-0.924 -0.394 0.676
-0.004 0.139 -0.635
0.801 -0.450 -0.466
3.154 -0.200 1.843
-1.003 -0.733 0.689
-0.654 0.110 -0.382
0.070 -0.181 -0.330
-0.209 0.597 -0.171
-1.674 0.493 -1.639
-0.529 0.007 -0.475
0.795 0.017 0.322
-1.175 -0.177 -0.848
2.596 -0.467 0.709
-1.296 0.317 0.409
0.291 0.220 0.016
-0.932 0.440 0.496
-0.422 -0.469 -0.284
0.323 -0.046 0.064
1.001 -0.165 -0.607
0.994 -1.644 -0.414
-0.066 -2.163 -2.160
-0.352 -0.569 2.407
0.428 -1.486 -1.483
-0.690 1.685 -0.071
-0.733 1.693 0.327
0.491 -0.099 1.669
-0.325 0.974 0.487
0.518 0.786 -0.370
-0.325 0.847 -0.492
0.800 -0.717 0.421
0.135 0.101 0.602
-0.805 1.414 -1.483
-0.321 -1.025 1.463
-0.171 0.194 -0.071
-0.392 -0.327 -0.601
0.002 0.290 -0.244
0.465 0.144 0.406
-0.187 0.306 -0.356
0.360 -0.420 -0.013
0.754 -0.100 -0.577
0.299 0.989 1.070
0.432 2.378 -0.203
0.886 -0.270 0.731
-0.463 -0.562 0.239
-0.181 -1.622 -0.885
-0.686 0.870 -0.343
-0.292 -1.367 -0.138
-0.789 -0.242 0.361
-0.268 -0.192 -0.168
-0.017 1.389 -0.521
-0.421 -0.787 0.697
1.653 0.725 -0.830
-0.486 -0.172 0.922
-0.354 -1.025 -0.317
0.120 0.023 0.144
0.114 -0.481 0.565
-0.071 -0.260 -0.046
-0.635 0.615 0.449
0.300 -0.037 -1.001

Calculated values
SMILES: CC1(C)CCCC(C)(C)N1O.CC1(C)CCCC(C)(C)N1O.NC(N)=O.NC(N)=O.NC(N)=O.OCCO.OCCO.OCCO.OCCO
Spin multiplicity: 1
Orbital gap, eV: 8.74
Total charge: 0
Electronic energy, eV: -69809.46200